Entry 1:
{"formula": "C30H54NO4", "method": "the ωB97M-V functional and the def2-TZVPD basis", "energy_ha": -1530.80197, "homo_energy_ev": -10.0, "total_charge": 1, "lumo_ev": -2.522, "smiles": "CCCC[N@H+]1C[C@H](CCOCCOc2ccc(C(C)(C)CC(C)(C)C)cc2)OC[C@@H]1CCOCC", "symbols": ["C", "C", "C", "C", "N", "C", "C", "C", "C", "O", "C", "C", "O", "C", "C", "C", "C", "C", "C", "C", "C", "C", "C", "C", "C", "C", "C", "O", "C", "C", "C", "C", "O", "C", "C", "H", "H", "H", "H", "H", "H", "H", "H", "H", "H", "H", "H", "H", "H", "H", "H", "H", "H", "H", "H", "H", "H", "H", "H", "H", "H", "H", "H", "H", "H", "H", "H", "H", "H", "H", "H", "H", "H", "H", "H", "H", "H", "H", "H", "H", "H", "H", "H", "H", "H", "H", "H", "H", "H"], "positions_angstrom": [[3.2125, 1.6536, 3.8920], [2.4710, 2.7839, 3.0603], [1.1252, 2.1770, 2.4774], [0.4264, 3.1218, 1.4206], [-1.0694, 3.0686, 1.4100], [-1.6112, 1.7103, 1.0425], [-3.1656, 1.5958, 1.4033], [-3.8650, 0.4845, 0.5143], [-3.2134, -0.8874, 0.9333], [-4.0802, -2.0017, 0.8036], [-3.6303, -3.1204, 1.5947], [-2.3084, -3.6826, 0.8881], [-2.5953, -3.7154, -0.5092], [-1.4624, -3.5994, -1.2999], [-1.6926, -3.2846, -2.7234], [-0.5614, -3.1810, -3.6389], [0.8431, -3.3765, -3.2373], [2.0515, -3.3077, -4.2626], [2.0773, -4.7744, -4.9329], [3.3914, -3.1870, -3.4529], [1.8350, -2.2867, -5.4411], [2.7058, -0.9803, -5.4498], [4.2246, -1.2117, -5.9193], [2.0840, -0.0629, -6.6142], [2.5999, -0.0892, -4.1354], [1.0461, -3.6829, -1.8089], [-0.0839, -3.7894, -0.8761], [-3.7231, 2.8984, 1.2060], [-3.2744, 3.7083, 2.3154], [-1.7447, 3.4596, 2.6942], [-1.1884, 4.7755, 3.3771], [-0.5464, 4.3879, 4.7633], [-1.5066, 3.7764, 5.6471], [-0.9602, 2.5433, 6.1736], [-2.0086, 1.7494, 7.0380], [3.7240, 2.0717, 4.8035], [3.9439, 1.0740, 3.2618], [2.4644, 0.8968, 4.2730], [3.1743, 3.0909, 2.2393], [2.2916, 3.6741, 3.7138], [0.4370, 1.8122, 3.2814], [1.4543, 1.2559, 1.9118], [0.8489, 4.1504, 1.5422], [0.7691, 2.7725, 0.4034], [-1.3931, 3.7090, 0.6730], [-1.1010, 0.8777, 1.5906], [-1.5062, 1.5517, -0.0614], [-3.2943, 1.2574, 2.4766], [-3.5288, 0.6943, -0.5423], [-4.9800, 0.5162, 0.6132], [-2.8625, -0.8235, 2.0107], [-2.2724, -1.0094, 0.3114], [-4.4525, -3.8819, 1.5009], [-3.4054, -2.8486, 2.6581], [-2.1072, -4.7254, 1.2731], [-1.4863, -2.9822, 1.1811], [-2.7260, -3.1404, -3.1262], [-0.7918, -2.9747, -4.7087], [1.1930, -4.8919, -5.6038], [2.0920, -5.4960, -4.0744], [3.0588, -4.8292, -5.4831], [3.3542, -2.3006, -2.7596], [3.4664, -4.1100, -2.8067], [4.3154, -3.1968, -4.0867], [2.0575, -2.8316, -6.4067], [0.7594, -1.9592, -5.5455], [4.4072, -0.7329, -6.9200], [4.3003, -2.3222, -6.1149], [4.9650, -0.9011, -5.1420], [2.8170, 0.7099, -6.9658], [1.0789, 0.3495, -6.3490], [1.9399, -0.7565, -7.4985], [3.5319, -0.2598, -3.5274], [1.6563, -0.2426, -3.5572], [2.6781, 0.9825, -4.4843], [2.0523, -3.8611, -1.3646], [0.1306, -4.0416, 0.1889], [-3.9483, 3.4911, 3.1941], [-3.3578, 4.7814, 1.9814], [-1.5995, 2.6188, 3.4138], [-0.5162, 5.3829, 2.7219], [-2.0827, 5.4194, 3.6062], [0.3224, 3.6878, 4.6824], [-0.1953, 5.3427, 5.2486], [-0.6151, 1.8499, 5.3478], [-0.0974, 2.8186, 6.8442], [-1.7371, 1.8241, 8.1220], [-3.0586, 2.1313, 6.9173], [-1.9708, 0.6520, 6.7884]]}



Entry 2:
{"formula": "C30H55B5F20N10", "method": "the ωB97M-V functional and the def2-TZVPD basis", "energy_ha": -3845.83448, "homo_energy_ev": -8.3, "total_charge": 0, "e_above_lowest_kcal_mol": 198.65, "lumo_ev": -2.363, "symbols": ["C", "C", "N", "C", "C", "N", "C", "C", "H", "H", "H", "H", "H", "H", "H", "H", "H", "H", "H", "C", "C", "N", "C", "C", "N", "C", "C", "H", "H", "H", "H", "H", "H", "H", "H", "H", "H", "H", "C", "C", "N", "C", "C", "N", "C", "C", "H", "H", "H", "H", "H", "H", "H", "H", "H", "H", "H", "C", "C", "N", "C", "C", "N", "C", "C", "H", "H", "H", "H", "H", "H", "H", "H", "H", "H", "H", "C", "C", "N", "C", "C", "N", "C", "C", "H", "H", "H", "H", "H", "H", "H", "H", "H", "H", "H", "B", "F", "F", "F", "F", "B", "F", "F", "F", "F", "B", "F", "F", "F", "F", "B", "F", "F", "F", "F", "B", "F", "F", "F", "F"], "positions_angstrom": [[3.8380, -0.9075, -2.8660], [2.3821, -0.5048, -2.5613], [2.1408, 0.3116, -1.2909], [2.6397, 1.6343, -1.1221], [2.2858, 2.0624, 0.1428], [1.4474, 1.0641, 0.6758], [1.4711, -0.0091, -0.1552], [0.9663, 0.9969, 2.0897], [3.6305, -1.7697, -3.4998], [4.4620, -1.3640, -2.0977], [4.2868, -0.1322, -3.4870], [1.6898, -1.3466, -2.5757], [2.1402, 0.2080, -3.3497], [3.1831, 2.0427, -1.9613], [2.4284, 3.0417, 0.5753], [1.0156, -0.9634, 0.0646], [0.1084, 1.6690, 2.1097], [1.8010, 1.3105, 2.7166], [0.5688, 0.0144, 2.3439], [-7.3968, 4.7467, 2.6333], [-7.3447, 3.2428, 2.7447], [-8.5978, 2.5879, 3.3106], [-9.8695, 2.8459, 2.7337], [-10.8118, 2.0480, 3.4108], [-10.0978, 1.2663, 4.3344], [-8.7321, 1.4241, 4.1914], [-10.6069, 0.4651, 5.3850], [-7.7950, 5.1755, 1.7137], [-6.3679, 5.1047, 2.6682], [-7.8862, 5.2487, 3.4679], [-6.4684, 3.1140, 3.3799], [-7.1807, 2.7208, 1.8020], [-10.0472, 3.7226, 2.1285], [-11.8872, 2.0039, 3.5008], [-7.9389, 0.9229, 4.7262], [-11.6882, 0.3740, 5.4880], [-10.3179, 0.9165, 6.3341], [-10.0954, -0.4933, 5.2964], [-0.4318, -7.7064, -2.4734], [-0.3488, -9.1912, -2.5418], [-0.0400, -9.7542, -1.2036], [0.1233, -9.2128, 0.0685], [0.6400, -10.1499, 0.9331], [0.7636, -11.3687, 0.1914], [0.3695, -11.0785, -1.1112], [0.9264, -12.6981, 0.7390], [-1.2450, -7.1463, -2.0119], [-0.6617, -7.4063, -3.4958], [0.5616, -7.3808, -2.1649], [0.4915, -9.5353, -3.1447], [-1.3096, -9.6554, -2.7641], [-0.2990, -8.2386, 0.2661], [0.9249, -10.1622, 1.9748], [0.2551, -11.8058, -1.9014], [1.7743, -12.6584, 1.4228], [1.2097, -13.4671, 0.0204], [-0.0130, -12.9164, 1.2470], [8.3326, 3.9318, -13.1183], [7.1884, 2.9104, -13.1505], [6.2772, 3.3188, -12.0731], [6.1344, 2.6843, -10.8653], [5.1950, 3.4141, -10.1160], [4.9384, 4.5605, -10.8039], [5.5510, 4.5010, -12.0243], [4.1364, 5.6355, -10.3388], [9.1259, 3.9223, -13.8658], [8.8030, 4.3078, -12.2098], [7.9045, 4.9213, -13.2787], [7.5518, 1.9050, -12.9377], [6.6987, 3.0364, -14.1162], [6.6883, 1.7787, -10.6667], [4.8322, 3.2413, -9.1136], [5.3881, 5.3310, -12.6959], [3.1807, 5.5451, -10.8551], [4.5407, 6.5533, -10.7659], [3.9780, 5.7264, -9.2642], [-3.2330, 0.6980, 9.1572], [-4.3061, 1.2387, 10.0827], [-3.8408, 2.1106, 11.0627], [-3.8638, 3.5146, 10.9650], [-2.9560, 3.9957, 12.0000], [-2.4329, 2.8902, 12.6001], [-2.9994, 1.7788, 12.1200], [-1.3882, 2.9926, 13.6436], [-3.5331, 0.0096, 8.3671], [-2.5608, 0.2519, 9.8901], [-2.7770, 1.5129, 8.5950], [-4.8478, 0.3801, 10.4797], [-5.0889, 1.7726, 9.5440], [-4.4010, 3.9381, 10.1293], [-2.5896, 4.9914, 12.2018], [-2.7724, 0.7868, 12.4816], [-1.6128, 2.2606, 14.4194], [-1.2930, 3.9904, 14.0718], [-0.4318, 2.7590, 13.1758], [3.8544, -4.0419, 3.4656], [4.3934, -2.9196, 3.0791], [3.8774, -4.8977, 2.4454], [4.4140, -4.7604, 4.4083], [2.5404, -3.8515, 3.5789], [8.0279, 6.1685, -5.3666], [7.1524, 5.1933, -5.0740], [9.3176, 5.7493, -5.7835], [7.5802, 6.9076, -6.4085], [8.0646, 7.0049, -4.2434], [-3.9285, -2.7556, 1.8180], [-3.7676, -1.5951, 1.2681], [-2.7055, -3.1771, 2.1947], [-4.6860, -2.6376, 2.9691], [-4.6160, -3.6299, 0.9651], [3.9950, -3.6509, -10.1881], [4.4712, -3.1570, -11.3796], [4.1567, -5.0475, -10.1824], [4.9206, -3.2815, -9.2873], [2.7732, -3.2391, -9.9928], [1.1084, 7.8444, 4.0064], [1.8227, 6.7920, 4.5059], [1.1646, 8.9182, 4.7814], [1.6638, 8.3169, 2.8803], [-0.1584, 7.3865, 3.7608]]}



Entry 3:
{"formula": "C30H55BrN2O10", "method": "the ωB97M-V functional and the def2-TZVPD basis", "energy_ha": -4611.94190, "homo_energy_ev": -8.8, "total_charge": 0, "lumo_ev": 0.674, "smiles": "CCCOC[C@]1(Br)NC(=O)C[C@H]1N=C=O.CC(C)=O.CC(C)=O.CC(C)=O.CC(C)=O.CC(C)=O.CC(C)=O.CC(C)=O", "symbols": ["C", "C", "C", "O", "C", "C", "Br", "N", "C", "O", "C", "C", "N", "C", "O", "H", "H", "H", "H", "H", "H", "H", "H", "H", "H", "H", "H", "H", "C", "C", "O", "C", "H", "H", "H", "H", "H", "H", "C", "C", "O", "C", "H", "H", "H", "H", "H", "H", "C", "C", "O", "C", "H", "H", "H", "H", "H", "H", "C", "C", "O", "C", "H", "H", "H", "H", "H", "H", "C", "C", "O", "C", "H", "H", "H", "H", "H", "H", "C", "C", "O", "C", "H", "H", "H", "H", "H", "H", "C", "C", "O", "C", "H", "H", "H", "H", "H", "H"], "positions_angstrom": [[5.7607, -0.3276, 1.0601], [5.8419, -1.1802, -0.2833], [5.7191, -0.2700, -1.6003], [4.8907, 0.8693, -1.3331], [3.6120, 0.7906, -1.9633], [2.4778, 1.1077, -0.8873], [1.0877, 2.3021, -1.6514], [2.9095, 1.7800, 0.3589], [2.1623, 1.2555, 1.4934], [2.2923, 1.4727, 2.6692], [1.0660, 0.2783, 0.8742], [1.9657, -0.2985, -0.3158], [1.2746, -1.1736, -1.3003], [1.1636, -2.3143, -0.7970], [0.6970, -3.3428, -0.5244], [4.7413, -0.3372, 1.5331], [6.1384, 0.7256, 0.9245], [6.4669, -0.8277, 1.7950], [4.9946, -1.9252, -0.2415], [6.8347, -1.7071, -0.3212], [5.3713, -0.9164, -2.4501], [6.7771, 0.0802, -1.8067], [3.3672, -0.2072, -2.4156], [3.5629, 1.5780, -2.7762], [2.8286, 2.7899, 0.1900], [0.1052, 0.7458, 0.5257], [0.6942, -0.4846, 1.6321], [2.8587, -0.6981, 0.2433], [-1.6883, -3.6957, 1.6819], [-1.4977, -2.4181, 2.4496], [-0.6680, -1.5899, 2.1204], [-2.3792, -2.2005, 3.6503], [-0.9921, -3.7226, 0.8457], [-1.4907, -4.5521, 2.3301], [-2.7076, -3.7436, 1.2924], [-2.2113, -2.9921, 4.3830], [-3.4270, -2.1873, 3.3434], [-2.1356, -1.2412, 4.1089], [-5.0169, -5.5801, -0.3294], [-5.7807, -4.6633, 0.5922], [-5.2053, -3.9264, 1.3678], [-7.2834, -4.6984, 0.5120], [-3.9465, -5.4502, -0.1641], [-5.2797, -6.6191, -0.1218], [-5.2431, -5.3352, -1.3688], [-7.6454, -5.6991, 0.7568], [-7.6092, -4.4147, -0.4885], [-7.7000, -3.9904, 1.2283], [7.7040, -0.0851, 5.7587], [8.4059, -0.3706, 4.4563], [7.7893, -0.4725, 3.4175], [9.9051, -0.5245, 4.4968], [6.6318, 0.0008, 5.5798], [7.8778, -0.9020, 6.4620], [8.0658, 0.8558, 6.1779], [10.1760, -1.3607, 5.1443], [10.3639, 0.3970, 4.8602], [10.2747, -0.7266, 3.4909], [5.3663, 4.1738, -2.6214], [4.2816, 5.1562, -2.2699], [3.6138, 5.0289, -1.2640], [4.0571, 6.3060, -3.2179], [5.4160, 3.3998, -1.8526], [5.1439, 3.7016, -3.5804], [6.3253, 4.6833, -2.6675], [3.7775, 5.9267, -4.2026], [4.9636, 6.9098, -3.2908], [3.2476, 6.9326, -2.8408], [9.7812, 4.8083, -3.8226], [8.5873, 4.7895, -4.7418], [7.4823, 5.0984, -4.3470], [8.8203, 4.3715, -6.1706], [9.4669, 5.1273, -2.8283], [10.2105, 3.8072, -3.7500], [10.5276, 5.5116, -4.1967], [9.2073, 3.3512, -6.2015], [9.5242, 5.0557, -6.6481], [7.8761, 4.4044, -6.7152], [-11.3146, -2.4716, 0.8393], [-10.9597, -3.6853, 0.0217], [-9.8845, -3.7807, -0.5339], [-11.9932, -4.7778, -0.0797], [-10.4804, -1.7695, 0.8248], [-12.1923, -1.9804, 0.4156], [-11.5088, -2.7630, 1.8732], [-12.9013, -4.3889, -0.5441], [-12.2173, -5.1711, 0.9137], [-11.6034, -5.5879, -0.6972], [-11.6663, 1.6354, -0.2313], [-12.8150, 1.5161, 0.7375], [-12.9188, 0.5616, 1.4784], [-13.8294, 2.6306, 0.7483], [-11.0163, 0.7655, -0.1304], [-12.0448, 1.6730, -1.2547], [-11.0860, 2.5335, -0.0116], [-14.3033, 2.7121, -0.2318], [-13.3444, 3.5726, 1.0113], [-14.5972, 2.4129, 1.4913]]}



Entry 4:
{"formula": "C30H55Cl2F7O5Si", "method": "the ωB97M-V functional and the def2-TZVPD basis", "energy_ha": -3461.26844, "homo_energy_ev": -9.8, "total_charge": 0, "lumo_ev": 0.414, "smiles": "COCCCCCCCCCCCC[Si@](CCF)(CC(C)C)[C@@H](Cl)[C@@H](C)Cl.CCOC(=O)C(F)(F)F.CCOC(=O)C(F)(F)F", "symbols": ["C", "O", "C", "C", "C", "C", "C", "C", "C", "C", "C", "C", "C", "C", "Si", "C", "C", "F", "C", "C", "C", "C", "C", "Cl", "C", "C", "Cl", "H", "H", "H", "H", "H", "H", "H", "H", "H", "H", "H", "H", "H", "H", "H", "H", "H", "H", "H", "H", "H", "H", "H", "H", "H", "H", "H", "H", "H", "H", "H", "H", "H", "H", "H", "H", "H", "H", "H", "H", "H", "H", "H", "H", "H", "C", "C", "O", "C", "O", "C", "F", "F", "F", "H", "H", "H", "H", "H", "C", "C", "O", "C", "O", "C", "F", "F", "F", "H", "H", "H", "H", "H"], "positions_angstrom": [[3.5597, -2.7748, 5.4151], [4.6350, -1.9365, 5.0620], [5.2909, -2.3636, 3.8859], [6.1569, -1.2322, 3.3675], [7.2044, -1.6950, 2.3544], [6.6659, -2.6005, 1.2428], [5.4935, -2.0107, 0.4607], [4.6762, -3.0643, -0.2795], [3.4109, -2.4970, -0.9305], [2.1517, -3.3296, -0.7296], [0.9944, -2.7990, -1.5680], [-0.3680, -3.3103, -1.0980], [-0.8813, -2.4542, 0.0774], [-2.1552, -1.6387, -0.2145], [-3.0759, -1.2986, 1.3901], [-1.9048, -0.4761, 2.6203], [-0.7492, 0.3552, 2.0666], [0.4740, -0.3129, 2.2583], [-3.6313, -2.9883, 2.0492], [-5.1013, -3.4499, 2.0925], [-5.8648, -3.1036, 0.8084], [-5.8309, -2.9548, 3.3549], [-4.4432, -0.0096, 1.0170], [-5.4162, 0.3117, 2.4845], [-3.8845, 1.2677, 0.3535], [-4.8112, 1.9055, -0.6877], [-3.3557, 2.5033, 1.5498], [3.8489, -3.8331, 5.4137], [2.7162, -2.6432, 4.7256], [3.2472, -2.4957, 6.4198], [4.5489, -2.6710, 3.1343], [5.9119, -3.2458, 4.1091], [5.5180, -0.4551, 2.9412], [6.6518, -0.7811, 4.2310], [7.9995, -2.2244, 2.8877], [7.6734, -0.8166, 1.9006], [6.3667, -3.5669, 1.6632], [7.4845, -2.8187, 0.5504], [5.8633, -1.2724, -0.2600], [4.8286, -1.4622, 1.1357], [4.3938, -3.8520, 0.4290], [5.3092, -3.5433, -1.0325], [3.1874, -1.5206, -0.4832], [3.5668, -2.3262, -2.0000], [1.8850, -3.2786, 0.3338], [2.3228, -4.3876, -0.9558], [0.9811, -1.7045, -1.4795], [1.1754, -3.0104, -2.6255], [-1.0835, -3.2887, -1.9236], [-0.2784, -4.3578, -0.7946], [-0.0851, -1.7520, 0.3406], [-1.0055, -3.0712, 0.9723], [-2.8135, -2.1910, -0.8953], [-1.8866, -0.7173, -0.7397], [-1.4747, -1.2524, 3.2604], [-2.5081, 0.1551, 3.2790], [-0.8217, 0.5266, 0.9867], [-0.6637, 1.3237, 2.5579], [-3.0750, -3.6873, 1.4134], [-3.2038, -3.1086, 3.0511], [-5.0671, -4.5407, 2.1591], [-6.3556, -2.1307, 0.8836], [-5.2009, -3.0810, -0.0611], [-6.6441, -3.8398, 0.6044], [-5.9171, -3.7482, 4.0985], [-5.3053, -2.1224, 3.8249], [-6.8396, -2.6052, 3.1279], [-5.1637, -0.4263, 0.3132], [-2.9400, 1.0103, -0.1231], [-5.2273, 2.8391, -0.3122], [-5.6412, 1.2416, -0.9313], [-4.2775, 2.1251, -1.6117], [1.0962, 2.1935, 1.0879], [1.4832, 1.2269, -0.0054], [0.9055, 1.6164, -1.2800], [1.5683, 2.5288, -1.9665], [2.5885, 3.0773, -1.6717], [0.8434, 2.7981, -3.3093], [-0.4782, 2.9307, -3.1418], [1.0577, 1.7792, -4.1523], [1.3043, 3.9143, -3.8704], [0.0110, 2.2787, 1.1586], [1.4747, 1.8240, 2.0413], [1.5197, 3.1803, 0.9060], [1.0751, 0.2335, 0.1744], [2.5638, 1.1526, -0.1203], [-1.4443, 5.9768, -3.9769], [-0.7608, 6.8126, -5.0325], [-1.6120, 6.9715, -6.1983], [-2.5255, 7.9226, -6.1234], [-2.7337, 8.6713, -5.2144], [-3.3232, 7.9905, -7.4501], [-3.6681, 6.7734, -7.8832], [-2.5701, 8.5723, -8.3964], [-4.4285, 8.7105, -7.2913], [-1.7347, 5.0087, -4.3839], [-0.7551, 5.8113, -3.1485], [-2.3291, 6.4817, -3.5918], [0.1301, 6.3260, -5.4214], [-0.4996, 7.8021, -4.6606]]}



| no. | Kohn-Sham gap (eV) |
| --- | --- |
| 1 | 7.489 |
| 2 | 5.933 |
| 3 | 9.458 |
| 4 | 10.228 |